Formula: C4HF12KO13S4
Source: OMol25
Level of theory: wB97M-V/def2-TZVPD

Properties
- HOMO level (eV) = 3.45
- net charge = -4
- energy above the lowest of the compared OMol25 structures with the same formula, charge and spin (kJ/mol) = 333.1
- energy (Eh) = -4522.09489
- HOMO-LUMO gap (eV) = 4.9152
- E_LUMO (eV) = 8.4

Last column: Mulliken charge in e.
Element x y z (Å)
K  1.373  1.397  0.861  1.07
O  3.266  3.682  1.251  -1.16
H  3.016  3.819  0.317  0.16
C  -4.034  1.555  1.758  0.43
F  -4.101  1.985  3.035  -0.23
F  -3.819  0.225  1.698  -0.19
F  -5.180  1.857  1.052  -0.25
S  -2.548  2.364  0.855  1.10
O  -2.644  1.701  -0.491  -0.53
O  -2.770  3.861  0.788  -0.69
O  -1.432  1.916  1.651  -0.66
C  -1.628  -3.353  0.887  0.54
F  -1.369  -3.144  2.153  -0.24
F  -0.988  -4.448  0.451  -0.24
F  -2.932  -3.426  0.733  -0.24
S  -0.910  -1.902  -0.195  1.04
O  0.032  -2.500  -1.104  -0.69
O  -2.008  -1.165  -0.852  -0.59
O  -0.231  -1.016  0.758  -0.55
C  2.908  -3.246  2.222  0.48
F  3.597  -4.359  2.250  -0.22
F  1.578  -3.516  2.015  -0.19
F  2.973  -2.544  3.410  -0.25
S  3.694  -2.053  0.829  0.97
O  5.109  -1.877  1.222  -0.69
O  3.540  -2.781  -0.454  -0.68
O  2.907  -0.851  0.862  -0.47
C  0.777  2.249  -4.357  0.46
F  -0.113  2.249  -5.240  -0.24
F  1.480  1.193  -4.513  -0.23
F  1.493  3.350  -4.429  -0.24
S  -0.104  2.211  -2.633  1.17
O  0.986  2.168  -1.626  -0.67
O  -1.001  3.383  -2.455  -0.68
O  -0.915  1.017  -2.709  -0.59